# 1
Here is C16H31N2OPSiZr as an isolated structure in a non-equilibrium geometry from the OMol25 dataset. Energies are from ωB97M-V with the def2-TZVPD basis set.

```
53
Properties=species:S:1:pos:R:3
Zr 1.173 0.885 1.381
Si 0.530 3.490 0.920
P -2.928 -0.531 -1.721
N 2.047 0.682 -0.340
H -3.168 -0.901 -0.366
C -3.509 -1.865 -2.778
H -4.222 -1.475 -3.516
H -4.012 -2.610 -2.145
H -2.662 -2.337 -3.292
C -3.898 0.941 -2.080
H -4.344 0.830 -3.078
H -3.271 1.843 -2.060
H -4.705 1.042 -1.342
C -1.194 -0.187 -2.053
H -1.009 -0.348 -3.129
H -0.533 -0.860 -1.492
H -0.923 0.851 -1.805
C -1.143 4.170 1.492
H -1.657 3.462 2.159
H -1.785 4.378 0.623
H -0.976 5.112 2.037
H 1.503 4.457 1.535
H 0.497 3.810 -0.554
C 2.685 0.524 -1.491
C 3.876 -0.928 -3.052
C 3.067 -0.783 -1.937
C 3.055 1.655 -2.293
C 3.868 1.486 -3.400
C 4.291 0.200 -3.780
H 4.194 -1.924 -3.363
H 2.717 -1.637 -1.352
H 2.692 2.634 -1.968
H 4.184 2.359 -3.974
H 4.934 0.078 -4.653
C -1.881 -0.238 1.304
O -0.694 0.256 1.167
C -1.967 -1.679 1.628
H -3.019 -1.965 1.771
H -1.413 -1.913 2.553
H -1.537 -2.288 0.820
C -2.976 0.733 1.526
H -3.941 0.209 1.597
H -3.019 1.462 0.703
H -2.823 1.292 2.467
C 3.489 -3.137 4.571
C 2.039 -2.858 4.116
C 1.922 -1.660 3.333
N 1.838 -0.651 2.749
H 4.161 -3.226 3.709
H 3.547 -4.068 5.142
H 3.857 -2.329 5.211
H 1.665 -3.699 3.504
H 1.378 -2.747 4.993
```

Output
Net charge: 0
Gap between HOMO and LUMO in eV: 3.79
LUMO in Eh: 0.003
E_HOMO in eV: -3.709
Relative energy (zero: lowest compared OMol25 entry of this formula, charge and spin) in kcal/mol: 9.2

# 2
Here is C16H31NP2STc as an isolated structure in a non-equilibrium geometry from the OMol25 dataset. Energies are from ωB97M-V with the def2-TZVPD basis set.

```
52
Properties=species:S:1:pos:R:3
P -1.840 0.994 1.509
P -1.646 -2.509 -1.535
C -0.241 -0.861 0.615
C -0.118 -1.628 -0.730
H -0.856 -1.509 1.290
H 0.647 -0.584 1.142
H 0.570 -1.364 -1.600
H 0.436 -2.512 -0.306
C -1.372 -3.985 -0.482
H -2.080 -4.733 -0.814
H -1.599 -3.677 0.540
H -0.342 -4.367 -0.534
C -0.825 -2.902 -3.189
H 0.254 -2.978 -3.159
H -1.105 -2.103 -3.874
H -1.294 -3.818 -3.546
C -1.221 0.613 3.154
H -2.058 0.702 3.826
H -0.451 1.309 3.407
H -0.848 -0.397 3.203
C -1.602 2.680 0.939
H -2.356 2.947 0.196
H -0.584 2.801 0.520
H -1.712 3.291 1.839
Tc -0.540 0.617 -0.722
C 2.010 0.451 -1.411
C 2.352 -0.631 -0.660
C 2.886 -0.661 0.744
C 2.859 0.716 1.414
C 1.563 1.505 1.179
C 1.438 2.590 0.327
C 2.367 2.896 -0.811
C 2.996 1.674 -1.472
C -3.623 0.741 1.366
H 1.539 0.268 -2.424
H 2.432 -1.645 -1.117
H 3.921 -1.035 0.758
H 2.316 -1.386 1.335
H 2.964 0.560 2.524
H 3.734 1.314 1.049
H 0.896 1.436 2.015
H 0.997 3.516 0.732
H 3.174 3.577 -0.501
H 1.768 3.427 -1.562
H 3.199 1.907 -2.534
H 3.950 1.430 -0.954
H -4.002 0.917 0.377
H -4.087 1.434 2.096
H -3.914 -0.266 1.717
S -4.949 -0.774 -2.481
C -3.536 -0.185 -1.921
N -2.466 0.198 -1.473
```

Output
Net charge: +2
Gap between HOMO and LUMO (alpha / beta) in eV: 5.11 / 5.82
LUMO (alpha / beta) in Eh: -0.333 / -0.310
Multiplicity: 4
E_HOMO (alpha / beta) in eV: -14.174 / -14.267
Relative energy (zero: lowest compared OMol25 entry of this formula, charge and spin) in kcal/mol: 29.8
<S²>: 3.82

# 3
Here is a 3-piece molecular cluster, C16H31O11PS2 overall from the OMol25 dataset. Energies are from ωB97M-V with the def2-TZVPD basis set.

```
61
Properties=species:S:1:pos:R:3
C -2.806 1.837 2.900
C -2.240 1.035 1.726
O -1.050 0.327 2.049
C 0.132 1.068 1.845
C 0.620 1.709 3.141
O 2.058 1.887 3.135
C 2.560 2.542 2.089
C 3.724 2.307 1.469
P 5.034 1.066 1.733
C 5.681 1.642 3.370
C 4.061 -0.433 2.189
C 3.832 3.327 0.397
O 4.676 3.485 -0.418
O 2.708 4.155 0.439
C 1.916 3.757 1.480
O 0.930 4.338 1.795
H -2.453 2.869 2.901
H -2.520 1.363 3.840
H -3.895 1.861 2.859
H -2.969 0.289 1.406
H -2.067 1.693 0.870
H 0.901 0.385 1.471
H -0.035 1.830 1.075
H 0.400 1.051 3.977
H 0.140 2.673 3.306
H 6.687 2.027 3.218
H 5.056 2.434 3.781
H 5.703 0.827 4.092
H 3.093 -0.465 1.693
H 4.639 -1.292 1.847
H 3.922 -0.527 3.266
C -2.328 -0.242 -3.608
C -1.290 0.126 -2.573
O -0.551 1.326 -2.920
S -1.259 2.717 -2.641
C 0.182 3.724 -2.679
O -1.800 2.681 -1.313
O -2.113 3.066 -3.732
H -3.137 0.486 -3.649
H -2.742 -1.217 -3.354
H -1.876 -0.300 -4.598
H -1.733 0.264 -1.585
H -0.534 -0.652 -2.496
H 0.843 3.429 -1.868
H -0.149 4.752 -2.547
H 0.665 3.601 -3.644
C -2.170 -6.698 -3.186
C -3.010 -5.520 -2.744
O -2.663 -5.062 -1.413
S -1.359 -4.171 -1.262
C -1.690 -3.543 0.346
O -1.419 -3.107 -2.222
O -0.201 -5.008 -1.220
H -1.130 -6.412 -3.338
H -2.562 -7.090 -4.125
H -2.196 -7.489 -2.437
H -2.931 -4.681 -3.437
H -4.060 -5.794 -2.665
H -2.593 -2.940 0.309
H -0.834 -2.933 0.629
H -1.801 -4.380 1.029
```

Output
SMILES: CCOCCOC1=C(P(C)C)C(=O)OC1=O.CCOS(C)(=O)=O.CCOS(C)(=O)=O
Net charge: 0
Gap between HOMO and LUMO in eV: 8.20
LUMO in Eh: -0.030
E_HOMO in eV: -9.021

# 4
Here is C16H32AlP as an isolated structure in a non-equilibrium geometry from the OMol25 dataset. Energies are from ωB97M-V with the def2-TZVPD basis set.

```
50
Properties=species:S:1:pos:R:3
C 1.268 1.775 -1.325
H 2.197 2.167 -0.921
H 1.524 1.648 -2.409
H 1.221 0.669 1.411
C 0.269 2.934 -1.271
H -0.734 2.688 -1.668
H 0.086 3.229 -0.220
C 0.830 4.153 -2.022
H 0.099 4.956 -2.181
H 1.674 4.559 -1.452
H 1.214 3.814 -2.972
C -0.831 -2.116 -0.049
C -1.458 -1.149 -0.862
C -0.460 -0.547 -1.692
C 0.857 -1.159 -1.325
C 0.565 -2.138 -0.305
C 1.548 -3.104 0.221
C 2.019 -1.249 -2.249
C -0.751 0.057 -3.034
C -2.911 -0.914 -0.998
C -1.541 -3.088 0.811
Al 0.584 0.504 -0.106
H 2.933 -1.523 -1.712
H 1.782 -2.050 -2.972
H 2.205 -0.324 -2.811
H 2.572 -2.768 0.012
H 1.450 -3.230 1.306
H 1.445 -4.105 -0.226
H -2.445 -2.644 1.249
H -1.878 -3.990 0.270
H -0.906 -3.448 1.630
H -3.102 0.020 -1.532
H -3.417 -1.708 -1.558
H -3.395 -0.852 -0.022
H 0.035 0.734 -3.403
H -0.831 -0.789 -3.746
H -1.707 0.606 -3.032
C -1.374 -0.462 3.123
P -0.062 0.531 2.422
C -0.491 2.245 2.798
C 1.419 0.117 3.431
H -2.351 -0.195 2.697
H -1.398 -0.237 4.202
H -1.200 -1.538 2.994
H -0.338 2.401 3.871
H 0.119 2.964 2.240
H -1.544 2.435 2.551
H 1.281 0.489 4.448
H 1.615 -0.965 3.368
H 2.315 0.599 3.021
```

Output
Net charge: +2
Gap between HOMO and LUMO (alpha / beta) in eV: 7.00 / 5.43
LUMO (alpha / beta) in Eh: -0.315 / -0.350
E_HOMO (alpha / beta) in eV: -15.565 / -14.951
Relative energy (zero: lowest compared OMol25 entry of this formula, charge and spin) in kcal/mol: 0.0

# 5
Here is a 8-piece molecular cluster, C16H32Br16 overall in a non-equilibrium geometry from the OMol25 dataset. Energies are from ωB97M-V with the def2-TZVPD basis set.

```
64
Properties=species:S:1:pos:R:3
Br -12.493 37.504 -36.618
C -13.354 39.259 -36.540
C -14.597 39.191 -35.509
Br -15.584 41.027 -35.556
H -13.551 39.396 -37.604
H -12.521 39.931 -36.333
H -14.290 38.934 -34.495
H -15.275 38.430 -35.895
Br -20.776 36.798 -31.125
C -22.073 36.698 -32.690
C -21.472 35.827 -33.737
Br -22.766 35.187 -35.062
H -22.427 37.675 -33.021
H -22.909 36.088 -32.349
H -20.997 34.918 -33.368
H -20.754 36.407 -34.317
Br -13.048 31.272 -29.623
C -13.821 30.766 -31.398
C -15.001 31.590 -31.722
Br -15.763 30.983 -33.467
H -14.108 29.716 -31.345
H -13.112 30.843 -32.222
H -14.806 32.652 -31.873
H -15.677 31.474 -30.875
Br -9.270 35.334 -32.974
C -10.580 34.050 -33.708
C -11.968 34.689 -33.985
Br -13.187 33.146 -34.265
H -10.744 33.191 -33.057
H -10.087 33.676 -34.605
H -12.172 35.260 -34.891
H -12.314 35.278 -33.136
Br -18.239 37.741 -33.958
C -17.564 35.907 -33.389
C -16.314 35.399 -34.122
Br -14.837 36.445 -33.663
H -18.377 35.243 -33.681
H -17.361 35.967 -32.320
H -16.422 35.459 -35.204
H -16.110 34.368 -33.831
Br -22.084 29.362 -34.556
C -21.222 31.170 -34.735
C -19.805 31.074 -35.298
Br -18.821 32.860 -35.167
H -21.174 31.764 -33.822
H -21.856 31.774 -35.384
H -19.746 30.834 -36.359
H -19.305 30.227 -34.828
Br -15.527 30.971 -37.344
C -15.894 32.687 -38.203
C -15.016 33.678 -37.360
Br -15.110 35.567 -37.998
H -16.938 32.965 -38.057
H -15.518 32.635 -39.224
H -13.938 33.520 -37.391
H -15.369 33.706 -36.329
Br -14.790 38.406 -27.913
C -14.455 36.496 -28.514
C -15.817 35.794 -28.832
Br -15.736 33.924 -29.171
H -14.030 36.096 -27.594
H -13.814 36.351 -29.384
H -16.273 36.096 -29.775
H -16.586 36.056 -28.105
```

Output
SMILES: BrCCBr.BrCCBr.BrCCBr.BrCCBr.BrCCBr.BrCCBr.BrCCBr.BrCCBr
Net charge: 0
Gap between HOMO and LUMO in eV: 9.84
LUMO in Eh: -0.001
E_HOMO in eV: -9.859
Relative energy (zero: lowest compared OMol25 entry of this formula, charge and spin) in kcal/mol: 55.8

# 6
Here is a 8-piece molecular cluster, C16H32Cl16 overall in a non-equilibrium geometry from the OMol25 dataset. Energies are from ωB97M-V with the def2-TZVPD basis set.

```
64
Properties=species:S:1:pos:R:3
Cl -3.477 4.702 -2.182
C -2.437 6.063 -1.673
C -1.766 5.757 -0.291
Cl -0.446 6.907 -0.429
H -3.126 6.896 -1.535
H -1.769 6.228 -2.518
H -1.290 4.779 -0.207
H -2.382 5.886 0.599
Cl -3.337 0.754 6.207
C -4.754 -0.276 5.630
C -4.467 -1.048 4.317
Cl -2.970 -1.965 4.542
H -5.589 0.423 5.573
H -4.956 -0.962 6.453
H -4.349 -0.526 3.368
H -5.217 -1.829 4.187
Cl -8.889 2.147 -5.256
C -7.792 2.289 -3.898
C -6.889 1.019 -3.759
Cl -7.792 -0.478 -3.291
H -8.450 2.397 -3.036
H -7.276 3.247 -3.840
H -6.119 1.112 -2.993
H -6.280 0.832 -4.643
Cl -1.952 0.555 0.417
C -1.250 -0.549 -0.703
C -0.716 -1.789 0.036
Cl 0.716 -1.392 1.035
H -0.464 -0.127 -1.328
H -2.046 -0.748 -1.420
H -0.311 -2.480 -0.703
H -1.349 -2.286 0.770
Cl 4.178 -3.417 -2.581
C 5.555 -3.845 -3.707
C 6.700 -4.541 -3.057
Cl 6.233 -6.221 -2.660
H 6.030 -2.917 -4.025
H 5.158 -4.414 -4.547
H 6.843 -4.011 -2.116
H 7.728 -4.499 -3.418
Cl 4.809 -6.395 2.147
C 3.145 -6.525 1.601
C 2.196 -7.113 2.665
Cl 2.390 -8.893 2.902
H 3.183 -7.136 0.700
H 2.851 -5.539 1.240
H 1.134 -6.982 2.460
H 2.409 -6.634 3.621
Cl 2.734 3.249 2.662
C 3.490 2.496 4.053
C 2.426 2.074 4.996
Cl 3.064 1.915 6.704
H 4.273 3.140 4.454
H 3.907 1.548 3.716
H 1.912 1.212 4.569
H 1.718 2.902 5.015
Cl 1.967 4.134 -4.716
C 2.876 3.861 -3.230
C 3.431 2.366 -3.247
Cl 4.647 2.196 -4.503
H 2.248 4.013 -2.352
H 3.630 4.622 -3.027
H 2.617 1.697 -3.525
H 3.709 2.119 -2.222
```

Output
SMILES: ClCCCl.ClCCCl.ClCCCl.ClCCCl.ClCCCl.ClCCCl.ClCCCl.ClCCCl
Net charge: 0
Gap between HOMO and LUMO in eV: 10.73
LUMO in Eh: 0.002
E_HOMO in eV: -10.684
Relative energy (zero: lowest compared OMol25 entry of this formula, charge and spin) in kcal/mol: 65.7

Computed values of molar mass (unit: g/mol) for the preceding records, in sequence: 417.72 429.45 494.52 282.39 1502.90 791.68.